{
  "formula": "C19H15Br2KN5OS4",
  "method": "ωB97M-V/def2-TZVPD",
  "gap_ev": 6.91,
  "max_force_ev_per_a": 2.2,
  "relative_energy_ev": 0.813,
  "charge": -1,
  "elements": ["K", "Br", "C", "C", "C", "Br", "C", "C", "C", "C", "N", "C", "C", "O", "H", "H", "H", "H", "C", "N", "C", "N", "S", "H", "H", "H", "H", "H", "H", "S", "C", "S", "C", "N", "N", "C", "C", "C", "C", "C", "C", "S", "H", "H", "H", "H", "H"],
  "coordinates": [[1.070, -0.881, -1.761], [2.577, 3.835, -1.174], [2.212, 2.537, 0.163], [1.888, 2.985, 1.446], [1.601, 2.090, 2.435], [1.143, 2.758, 4.161], [1.650, 0.700, 2.189], [1.416, -0.290, 3.173], [1.520, -1.611, 2.854], [1.841, -1.968, 1.532], [2.050, -1.087, 0.585], [1.977, 0.241, 0.881], [2.254, 1.178, -0.216], [2.509, 0.783, -1.396], [1.868, 4.046, 1.652], [1.156, 0.019, 4.176], [1.355, -2.378, 3.600], [1.924, -3.014, 1.249], [4.332, 1.639, -3.949], [4.748, 0.655, -2.965], [4.928, -0.640, -3.265], [4.943, -0.945, -4.591], [5.091, -1.833, -2.095], [4.258, 2.602, -3.455], [3.354, 1.404, -4.379], [5.072, 1.728, -4.747], [4.353, 0.780, -2.040], [4.995, -0.229, -5.294], [5.246, -1.872, -4.823], [-6.826, -2.759, -0.741], [-5.255, -2.245, -0.982], [-4.370, -2.723, -2.391], [-2.950, -1.802, -1.891], [-3.153, -1.211, -0.758], [-4.433, -1.453, -0.248], [-4.719, -0.756, 0.974], [-3.819, 0.228, 1.405], [-4.053, 0.925, 2.579], [-5.179, 0.665, 3.349], [-6.063, -0.313, 2.924], [-5.843, -1.026, 1.750], [-1.535, -1.766, -2.842], [-2.944, 0.432, 0.814], [-3.341, 1.682, 2.889], [-5.358, 1.214, 4.266], [-6.948, -0.537, 3.508], [-6.545, -1.785, 1.445]],
  "mulliken_charge": [1.055, -0.252, 0.041, -0.416, -0.040, -0.273, 0.950, -0.827, -0.498, -0.590, -0.633, 0.346, 0.749, -1.144, 0.415, 0.309, 0.394, 0.420, -0.950, -0.191, 0.356, -0.386, -0.422, 0.260, 0.305, 0.370, 0.270, 0.166, 0.210, -0.452, 0.348, -0.185, 0.145, -0.816, 0.578, 0.577, -0.357, -0.537, -0.459, -0.647, -0.421, -0.552, 0.513, 0.393, 0.369, 0.335, 0.174]
}



{
  "formula": "C19H15BrCrF6N5O4S2",
  "method": "ωB97M-V/def2-TZVPD",
  "gap_ev": [7.00, 6.70],
  "max_force_ev_per_a": 0.7,
  "spin_multiplicity": 4,
  "relative_energy_ev": 0.518,
  "charge": 2,
  "elements": ["Cr", "C", "C", "C", "C", "C", "C", "N", "N", "C", "C", "C", "C", "C", "N", "H", "H", "H", "H", "H", "H", "H", "H", "H", "C", "C", "C", "C", "C", "Br", "N", "C", "H", "H", "H", "H", "H", "H", "F", "C", "F", "F", "S", "O", "O", "N", "S", "O", "O", "C", "F", "F", "F"],
  "coordinates": [[1.102, -0.400, 0.329], [-2.017, 0.102, -4.434], [-2.293, -1.199, -4.004], [-1.651, -1.718, -2.906], [-0.730, -0.912, -2.221], [-0.459, 0.382, -2.638], [-1.102, 0.888, -3.754], [0.006, -1.422, -1.115], [-0.097, -2.646, -0.908], [0.763, -3.171, 0.080], [0.778, -4.528, 0.279], [1.745, -5.053, 1.132], [2.661, -4.201, 1.721], [2.564, -2.837, 1.487], [1.610, -2.328, 0.699], [-2.518, 0.494, -5.309], [-3.008, -1.807, -4.541], [-1.851, -2.727, -2.577], [0.274, 0.993, -2.134], [-0.879, 1.890, -4.091], [0.070, -5.148, -0.253], [1.795, -6.119, 1.307], [3.452, -4.573, 2.356], [3.263, -2.147, 1.931], [-4.119, -0.157, 2.210], [-2.642, -0.078, 2.477], [-2.122, 0.387, 3.682], [-0.751, 0.469, 3.896], [0.056, 0.068, 2.865], [1.950, 0.156, 2.943], [-0.403, -0.389, 1.701], [-1.731, -0.456, 1.505], [-4.691, 0.063, 3.108], [-4.401, -1.150, 1.861], [-4.407, 0.562, 1.441], [-2.798, 0.700, 4.469], [-0.334, 0.836, 4.823], [-2.061, -0.821, 0.540], [4.343, 3.261, -0.112], [3.638, 2.434, 0.608], [3.221, 2.963, 1.729], [4.319, 1.330, 0.861], [2.140, 1.891, -0.469], [0.950, 1.627, 0.432], [2.500, 0.481, -0.862], [1.888, 2.770, -1.685], [1.443, 4.330, -1.269], [1.794, 5.235, -2.296], [1.833, 4.520, 0.104], [-0.440, 4.295, -1.255], [-0.912, 3.094, -1.602], [-0.878, 5.195, -2.106], [-0.860, 4.572, -0.035]],
  "mulliken_charge": [-0.098, -0.562, -0.728, -0.243, 0.265, 0.181, -0.620, 1.100, -0.582, 0.158, -0.604, -0.321, -0.949, -0.217, 0.390, 0.434, 0.412, 0.488, 0.270, 0.469, 0.546, 0.458, 0.449, 0.512, -1.397, 0.256, -0.322, -0.813, 0.511, -0.043, 0.627, -0.521, 0.391, 0.373, 0.336, 0.435, 0.509, 0.657, -0.155, 0.704, -0.139, -0.180, 0.979, -0.512, -0.487, -0.354, 1.043, -0.601, -0.568, 0.688, -0.204, -0.203, -0.216]
}



{
  "formula": "C19H15BrN11Pt",
  "method": "ωB97M-V/def2-TZVPD",
  "gap_ev": 6.54,
  "max_force_ev_per_a": 0.4,
  "relative_energy_ev": 0.000,
  "charge": -1,
  "elements": ["Pt", "N", "C", "N", "N", "N", "N", "C", "N", "N", "N", "N", "H", "N", "C", "C", "C", "C", "C", "C", "C", "C", "C", "C", "C", "C", "H", "H", "H", "H", "H", "H", "H", "H", "H", "H", "Br", "C", "C", "C", "C", "N", "C", "H", "H", "H", "H"],
  "coordinates": [[-0.296, -0.190, -0.129], [-4.104, 0.269, -0.212], [-3.442, -0.925, -0.256], [-4.098, -2.043, -0.567], [-3.170, -3.009, -0.549], [-2.021, -2.532, -0.242], [-2.143, -1.182, -0.047], [-3.706, 1.510, 0.269], [-4.472, 2.579, 0.097], [-3.788, 3.562, 0.717], [-2.694, 3.093, 1.222], [-2.607, 1.765, 0.957], [-5.045, 0.232, -0.565], [-0.373, 0.390, 1.830], [0.677, -0.175, 2.628], [0.362, -0.911, 3.756], [1.371, -1.496, 4.508], [2.690, -1.339, 4.117], [2.993, -0.603, 2.980], [2.000, -0.004, 2.209], [2.333, 0.764, 0.977], [3.512, 1.513, 0.975], [3.916, 2.222, -0.143], [3.120, 2.189, -1.279], [1.936, 1.466, -1.269], [1.497, 0.737, -0.160], [-1.305, 0.179, 2.177], [-0.350, 1.409, 1.773], [-0.677, -1.029, 4.040], [1.122, -2.078, 5.386], [3.486, -1.802, 4.686], [4.025, -0.517, 2.662], [4.111, 1.560, 1.878], [4.828, 2.806, -0.120], [3.409, 2.739, -2.167], [1.327, 1.488, -2.168], [-1.424, 0.994, -5.599], [-0.798, -0.257, -4.335], [-0.448, -1.538, -4.722], [-0.008, -2.414, -3.748], [0.073, -1.987, -2.435], [-0.251, -0.741, -2.081], [-0.696, 0.116, -3.009], [-0.525, -1.838, -5.758], [0.260, -3.431, -3.995], [0.370, -2.639, -1.628], [-0.976, 1.101, -2.663]],
  "mulliken_charge": [0.425, -0.029, 0.354, -0.534, -0.746, -0.243, 0.073, 0.401, -0.554, -0.588, -0.519, 0.196, 0.252, -0.182, 0.402, -0.846, -0.613, -0.696, -0.767, 0.721, 1.158, -0.804, -0.619, -0.851, -0.196, -0.540, 0.464, 0.461, 0.417, 0.376, 0.376, 0.471, 0.463, 0.363, 0.385, 0.254, -0.189, -0.436, 0.051, -0.770, 0.004, -0.048, -0.110, 0.431, 0.374, 0.391, 0.619]
}



{
  "formula": "C19H15Cl3IrN4O2S3",
  "method": "ωB97M-V/def2-TZVPD",
  "gap_ev": [4.67, 4.66],
  "max_force_ev_per_a": 2.9,
  "spin_multiplicity": 2,
  "relative_energy_ev": 0.717,
  "charge": 2,
  "elements": ["Ir", "Cl", "C", "C", "C", "Cl", "C", "O", "C", "Cl", "C", "H", "H", "N", "C", "N", "C", "C", "O", "C", "C", "H", "H", "H", "H", "H", "H", "H", "H", "S", "C", "S", "C", "N", "N", "C", "C", "C", "C", "C", "C", "S", "H", "H", "H", "H", "H"],
  "coordinates": [[0.065, -0.121, 0.079], [5.181, 4.794, 0.034], [3.715, 3.949, 0.017], [3.733, 2.552, 0.058], [2.539, 1.896, 0.045], [2.438, 0.184, 0.095], [1.284, 2.542, -0.008], [0.164, 1.885, -0.015], [1.313, 3.969, -0.052], [-0.171, 4.795, -0.114], [2.503, 4.649, -0.037], [4.672, 2.015, 0.099], [2.505, 5.730, -0.067], [-1.911, -0.097, -0.026], [-3.031, 0.179, -0.058], [-4.291, 0.496, -0.107], [-5.061, 0.290, -1.356], [-5.814, -1.027, -1.230], [-6.616, -1.030, -0.064], [-5.870, -0.874, 1.128], [-5.120, 0.450, 1.119], [-4.390, 0.277, -2.212], [-5.769, 1.111, -1.454], [-5.092, -1.855, -1.207], [-6.490, -1.155, -2.072], [-5.150, -1.696, 1.246], [-6.585, -0.897, 1.947], [-4.490, 0.548, 2.001], [-5.829, 1.275, 1.078], [0.076, -7.926, 1.374], [0.030, -6.447, 0.674], [0.518, -5.050, 1.579], [0.149, -4.060, 0.215], [-0.298, -4.730, -0.821], [-0.368, -6.047, -0.604], [-0.830, -6.835, -1.704], [-1.232, -6.142, -2.862], [-1.676, -6.843, -3.959], [-1.731, -8.234, -3.935], [-1.335, -8.921, -2.794], [-0.885, -8.236, -1.683], [0.365, -2.376, 0.224], [-1.187, -5.066, -2.881], [-1.982, -6.306, -4.847], [-2.079, -8.783, -4.800], [-1.371, -10.001, -2.768], [-0.577, -8.793, -0.821]],
  "mulliken_charge": [0.785, -0.115, 0.554, -0.932, 0.875, -0.192, 0.085, -0.716, 0.464, -0.123, -0.732, 0.464, 0.474, -0.611, 0.776, -0.104, -0.614, -0.431, -0.373, -0.429, -0.604, 0.424, 0.274, 0.285, 0.371, 0.277, 0.371, 0.424, 0.274, -0.118, 0.294, -0.013, 0.310, -0.846, 0.752, 1.203, -0.248, -0.646, -0.433, -0.821, -0.396, -0.041, 0.449, 0.386, 0.415, 0.399, 0.153]
}



{
  "formula": "C19H15Cl3N2NbO2",
  "method": "ωB97M-V/def2-TZVPD",
  "gap_ev": [5.18, 5.18],
  "max_force_ev_per_a": 4.9,
  "relative_energy_ev": 0.000,
  "charge": 3,
  "elements": ["Nb", "Cl", "C", "C", "C", "C", "O", "C", "C", "N", "C", "C", "C", "C", "C", "C", "C", "C", "N", "C", "C", "H", "H", "H", "H", "H", "H", "H", "H", "H", "H", "Cl", "C", "Cl", "H", "H", "C", "C", "O", "H", "H", "H"],
  "coordinates": [[0.000, -1.247, -0.052], [6.421, 2.486, 0.738], [5.147, 1.324, 0.720], [5.207, -0.060, 0.736], [4.171, -0.823, 0.337], [2.932, -0.208, 0.060], [1.838, -0.954, -0.229], [2.682, 1.227, 0.195], [1.407, 1.757, 0.137], [0.271, 1.042, 0.111], [-0.965, 1.630, 0.320], [-1.216, 2.955, 0.765], [-2.381, 3.714, 0.471], [-3.382, 3.110, -0.285], [-3.256, 1.744, -0.684], [-4.146, 1.091, -1.605], [-3.873, -0.219, -2.054], [-2.672, -0.848, -1.734], [-1.799, -0.267, -0.825], [-2.059, 1.034, -0.417], [3.940, 1.965, 0.398], [6.041, -0.518, 1.243], [4.290, -1.920, 0.124], [1.341, 2.864, 0.082], [-0.462, 3.357, 1.502], [-2.450, 4.742, 0.883], [-4.219, 3.791, -0.469], [-5.105, 1.544, -1.921], [-4.542, -0.810, -2.707], [-2.356, -1.803, -2.175], [4.019, 3.047, 0.151], [0.550, -1.059, 2.376], [-0.879, -2.147, 3.010], [-2.085, -2.092, 1.688], [-1.228, -1.742, 3.925], [-0.542, -3.183, 3.180], [-0.040, -4.535, -1.249], [-0.050, -3.055, -1.011], [-0.226, -2.261, -2.024], [-0.649, -4.672, -2.155], [-0.618, -5.006, -0.385], [0.944, -4.994, -1.170]],
  "mulliken_charge": [0.828, -0.099, 0.271, -0.351, -0.614, 0.609, -0.399, 0.247, -0.330, 0.063, -0.063, -0.077, -1.047, -0.533, 0.462, -0.354, -0.762, -0.263, -0.041, 0.736, -1.134, 0.460, 0.421, 0.568, 0.541, 0.436, 0.411, 0.472, 0.409, 0.474, 0.393, 0.045, -0.228, 0.083, 0.423, 0.385, -0.975, 0.898, -0.371, 0.339, 0.325, 0.340]
}



Repeat the third record exactly.
{
  "formula": "C19H15BrN11Pt",
  "method": "ωB97M-V/def2-TZVPD",
  "gap_ev": 6.54,
  "max_force_ev_per_a": 0.4,
  "relative_energy_ev": 0.000,
  "charge": -1,
  "elements": ["Pt", "N", "C", "N", "N", "N", "N", "C", "N", "N", "N", "N", "H", "N", "C", "C", "C", "C", "C", "C", "C", "C", "C", "C", "C", "C", "H", "H", "H", "H", "H", "H", "H", "H", "H", "H", "Br", "C", "C", "C", "C", "N", "C", "H", "H", "H", "H"],
  "coordinates": [[-0.296, -0.190, -0.129], [-4.104, 0.269, -0.212], [-3.442, -0.925, -0.256], [-4.098, -2.043, -0.567], [-3.170, -3.009, -0.549], [-2.021, -2.532, -0.242], [-2.143, -1.182, -0.047], [-3.706, 1.510, 0.269], [-4.472, 2.579, 0.097], [-3.788, 3.562, 0.717], [-2.694, 3.093, 1.222], [-2.607, 1.765, 0.957], [-5.045, 0.232, -0.565], [-0.373, 0.390, 1.830], [0.677, -0.175, 2.628], [0.362, -0.911, 3.756], [1.371, -1.496, 4.508], [2.690, -1.339, 4.117], [2.993, -0.603, 2.980], [2.000, -0.004, 2.209], [2.333, 0.764, 0.977], [3.512, 1.513, 0.975], [3.916, 2.222, -0.143], [3.120, 2.189, -1.279], [1.936, 1.466, -1.269], [1.497, 0.737, -0.160], [-1.305, 0.179, 2.177], [-0.350, 1.409, 1.773], [-0.677, -1.029, 4.040], [1.122, -2.078, 5.386], [3.486, -1.802, 4.686], [4.025, -0.517, 2.662], [4.111, 1.560, 1.878], [4.828, 2.806, -0.120], [3.409, 2.739, -2.167], [1.327, 1.488, -2.168], [-1.424, 0.994, -5.599], [-0.798, -0.257, -4.335], [-0.448, -1.538, -4.722], [-0.008, -2.414, -3.748], [0.073, -1.987, -2.435], [-0.251, -0.741, -2.081], [-0.696, 0.116, -3.009], [-0.525, -1.838, -5.758], [0.260, -3.431, -3.995], [0.370, -2.639, -1.628], [-0.976, 1.101, -2.663]],
  "mulliken_charge": [0.425, -0.029, 0.354, -0.534, -0.746, -0.243, 0.073, 0.401, -0.554, -0.588, -0.519, 0.196, 0.252, -0.182, 0.402, -0.846, -0.613, -0.696, -0.767, 0.721, 1.158, -0.804, -0.619, -0.851, -0.196, -0.540, 0.464, 0.461, 0.417, 0.376, 0.376, 0.471, 0.463, 0.363, 0.385, 0.254, -0.189, -0.436, 0.051, -0.770, 0.004, -0.048, -0.110, 0.431, 0.374, 0.391, 0.619]
}



What is the formula in the third record? C19H15BrN11Pt



Copy entry 1 word for word.
{
  "formula": "C19H15Br2KN5OS4",
  "method": "ωB97M-V/def2-TZVPD",
  "gap_ev": 6.91,
  "max_force_ev_per_a": 2.2,
  "relative_energy_ev": 0.813,
  "charge": -1,
  "elements": ["K", "Br", "C", "C", "C", "Br", "C", "C", "C", "C", "N", "C", "C", "O", "H", "H", "H", "H", "C", "N", "C", "N", "S", "H", "H", "H", "H", "H", "H", "S", "C", "S", "C", "N", "N", "C", "C", "C", "C", "C", "C", "S", "H", "H", "H", "H", "H"],
  "coordinates": [[1.070, -0.881, -1.761], [2.577, 3.835, -1.174], [2.212, 2.537, 0.163], [1.888, 2.985, 1.446], [1.601, 2.090, 2.435], [1.143, 2.758, 4.161], [1.650, 0.700, 2.189], [1.416, -0.290, 3.173], [1.520, -1.611, 2.854], [1.841, -1.968, 1.532], [2.050, -1.087, 0.585], [1.977, 0.241, 0.881], [2.254, 1.178, -0.216], [2.509, 0.783, -1.396], [1.868, 4.046, 1.652], [1.156, 0.019, 4.176], [1.355, -2.378, 3.600], [1.924, -3.014, 1.249], [4.332, 1.639, -3.949], [4.748, 0.655, -2.965], [4.928, -0.640, -3.265], [4.943, -0.945, -4.591], [5.091, -1.833, -2.095], [4.258, 2.602, -3.455], [3.354, 1.404, -4.379], [5.072, 1.728, -4.747], [4.353, 0.780, -2.040], [4.995, -0.229, -5.294], [5.246, -1.872, -4.823], [-6.826, -2.759, -0.741], [-5.255, -2.245, -0.982], [-4.370, -2.723, -2.391], [-2.950, -1.802, -1.891], [-3.153, -1.211, -0.758], [-4.433, -1.453, -0.248], [-4.719, -0.756, 0.974], [-3.819, 0.228, 1.405], [-4.053, 0.925, 2.579], [-5.179, 0.665, 3.349], [-6.063, -0.313, 2.924], [-5.843, -1.026, 1.750], [-1.535, -1.766, -2.842], [-2.944, 0.432, 0.814], [-3.341, 1.682, 2.889], [-5.358, 1.214, 4.266], [-6.948, -0.537, 3.508], [-6.545, -1.785, 1.445]],
  "mulliken_charge": [1.055, -0.252, 0.041, -0.416, -0.040, -0.273, 0.950, -0.827, -0.498, -0.590, -0.633, 0.346, 0.749, -1.144, 0.415, 0.309, 0.394, 0.420, -0.950, -0.191, 0.356, -0.386, -0.422, 0.260, 0.305, 0.370, 0.270, 0.166, 0.210, -0.452, 0.348, -0.185, 0.145, -0.816, 0.578, 0.577, -0.357, -0.537, -0.459, -0.647, -0.421, -0.552, 0.513, 0.393, 0.369, 0.335, 0.174]
}